Entry from the OMol25 dataset: the molecule C4H6O2S in a non-equilibrium geometry (the ωB97M-V functional and the def2-TZVPD basis).

```
! wB97M-V def2-TZVPD RIJCOSX def2/J DEFGRID3
* xyz 0 1
C -2.00 0.70 0.26
C -1.02 -0.17 -0.41
O -1.29 -1.24 -0.92
C 0.43 0.33 -0.23
O 0.56 1.52 -0.17
C 1.43 -0.78 -0.29
S 3.12 -0.18 -0.14
H -2.21 1.59 -0.40
H -2.83 -0.03 0.61
H -1.45 1.19 1.12
H 1.14 -1.42 -1.20
H 1.29 -1.49 0.58
H 2.84 -0.01 1.18
*
```

Summary:
DFT total energy in hartree: -704.63970
SMILES: CC(=O)C(=O)CS
Orbital gap in eV: 9.109
ΔE to the lowest compared entry with this formula, charge and spin in kcal/mol: 25.0
LUMO energy in eV: -0.18
Maximum force in eV/Å: 2.30
HOMO in eV: -9.29

Atom charges from the Mulliken analysis, given in e for atoms 1 to 4: -0.921 0.709 -0.551 0.488

***

Entry from the OMol25 dataset: a structure of composition C4H6O2S2 in a non-equilibrium geometry (the ωB97M-V functional and the def2-TZVPD basis).

```
! wB97M-V def2-TZVPD RIJCOSX def2/J DEFGRID3
* xyz 0 1
C -2.47 0.23 -0.40
C -2.00 -0.86 -0.95
C 0.43 0.71 0.59
C 0.52 -0.58 0.11
O -2.77 2.55 0.71
O -4.43 -1.67 -0.03
S -2.15 1.95 -0.43
S -3.12 -1.23 0.46
H -1.47 -1.29 -1.71
H -0.74 1.13 0.18
H 1.07 1.39 0.12
H 0.56 0.77 1.60
H 0.43 -1.42 0.69
H 0.74 -0.80 -0.87
*
```

Summary:
DFT total energy in hartree: -1102.61986
Orbital gap (alpha / beta) in eV: 7.361 / 7.409
ΔE to the lowest compared entry with this formula, charge and spin in kcal/mol: 174.5
LUMO energy (alpha / beta) in eV: -1.12 / -1.08
Maximum force in eV/Å: 3.15
HOMO (alpha / beta) in eV: -8.48 / -8.49

Atom charges from the Mulliken analysis, given in e for atoms 1 to 4: 0.018 -0.387 -0.339 -0.713

***

Entry from the OMol25 dataset: a structure of composition C4H6O2Sn in a non-equilibrium geometry (the ωB97M-V functional and the def2-TZVPD basis).

```
! wB97M-V def2-TZVPD RIJCOSX def2/J DEFGRID3
* xyz -1 2
O 3.14 1.22 -1.17
C 1.96 1.52 -0.70
H 3.30 1.58 -2.14
H 1.38 2.00 -1.53
C 0.31 -0.19 0.70
C -1.03 -0.02 0.52
C -2.00 -1.18 0.41
O -1.45 -2.41 0.69
Sn 0.31 -2.23 1.34
H -1.50 0.98 0.46
H 0.89 0.82 0.94
H -2.45 -1.14 -0.61
H -2.86 -0.94 1.09
*
```

Summary:
DFT total energy in hartree: -520.58717
Orbital gap (alpha / beta) in eV: 2.887 / 5.567
ΔE to the lowest compared entry with this formula, charge and spin in kcal/mol: 91.0
LUMO energy (alpha / beta) in eV: 2.70 / 2.66
Maximum force in eV/Å: 5.19
HOMO (alpha / beta) in eV: -0.19 / -2.91
<S²>: 0.76

Atom charges from the Mulliken analysis, given in e for atoms 1 to 4: -0.330 -0.129 0.347 0.017

***

Entry from the OMol25 dataset: the molecule C4H6O4 in a non-equilibrium geometry (the ωB97M-V functional and the def2-TZVPD basis).

```
! wB97M-V def2-TZVPD RIJCOSX def2/J DEFGRID3
* xyz 0 1
C 1.13 -0.70 -0.38
C 0.54 0.63 0.13
C -1.80 0.06 -0.52
C -0.90 0.63 0.49
O 2.46 -0.56 -0.72
O 0.93 -1.62 0.68
O -2.94 0.65 -0.66
O 1.25 1.60 0.24
H 2.82 0.21 -0.25
H 1.35 -2.45 0.43
H -3.09 1.45 -0.11
H 0.57 -1.03 -1.27
H -1.10 -0.42 0.97
H -1.21 1.56 0.98
*
```

Summary:
DFT total energy in hartree: -456.86392
Orbital gap in eV: 9.588
ΔE to the lowest compared entry with this formula, charge and spin in kcal/mol: 98.5
LUMO energy in eV: 0.56
Maximum force in eV/Å: 1.72
HOMO in eV: -9.03

Atom charges from the Mulliken analysis, given in e for atoms 1 to 4: 0.042 0.661 -0.515 -0.283